[1]
{
  "formula": "C49H45I2N6O3P2Tl",
  "method": "ωB97M-V/def2-TZVPD",
  "e_homo_ev": -13.2,
  "total_energy_ev": -106083.736,
  "multiplicity": 1,
  "total_charge": 2,
  "gap_ha": 0.2831,
  "symbols": ["H", "C", "C", "C", "H", "C", "C", "C", "H", "H", "O", "C", "H", "Tl", "H", "C", "N", "H", "H", "C", "C", "H", "C", "N", "H", "H", "H", "H", "H", "C", "P", "C", "H", "C", "H", "C", "H", "H", "C", "C", "N", "C", "N", "H", "H", "H", "C", "H", "C", "C", "C", "H", "C", "H", "C", "C", "C", "C", "C", "H", "C", "I", "H", "H", "C", "C", "C", "C", "H", "H", "O", "H", "H", "H", "H", "C", "C", "C", "H", "H", "C", "P", "C", "H", "C", "H", "O", "H", "H", "C", "C", "N", "C", "N", "H", "I", "C", "H", "C", "C", "H", "C", "H", "C", "H", "C", "C", "H"],
  "xyz": [[-2.1288, -6.6430, -3.6618], [0.3998, -2.3139, 3.1689], [-4.3374, 1.0795, -1.8740], [-2.4750, -4.3749, -1.2276], [-2.8815, 1.2301, 0.9955], [2.5920, -1.5346, 0.0011], [2.3969, 2.7338, -2.9945], [4.5274, 2.2844, 3.9045], [-4.0926, -2.0751, 3.8501], [-3.1975, -6.3149, -1.3712], [-0.3582, 2.6205, 4.9695], [4.2799, -2.7534, -1.2031], [-1.4450, 3.6544, -3.0346], [0.3942, 0.9848, 1.4165], [-0.9427, -2.5334, -3.6342], [-2.6385, -5.5686, -1.8912], [-1.3560, 1.6163, -0.3772], [-4.4506, 3.4137, -4.2661], [-3.5962, -0.9842, 5.9514], [-1.4835, 0.7673, 3.9987], [-3.3144, -1.2738, 3.9183], [2.6247, 2.4994, -5.1791], [-2.5812, -0.8354, 2.7686], [1.2293, 2.2857, -0.4596], [3.1592, 2.6347, 0.2687], [-0.3613, -5.3372, 4.3029], [-2.8284, -4.2902, -0.2022], [0.3718, 2.5558, -3.6577], [3.3146, 0.3777, 0.7792], [-2.1146, -5.6641, -3.1416], [-1.7102, -1.8641, -0.7369], [5.2130, -1.7713, -1.0323], [4.7223, 1.6912, -4.8809], [-1.7983, -3.3324, -1.8524], [3.5757, 3.7650, -4.4706], [2.6786, 3.8330, 4.3136], [-2.6617, -1.3120, 1.8407], [-1.7973, 0.9071, 6.0720], [0.7020, 3.5909, 2.7143], [2.0549, 3.2398, 3.2207], [-1.6635, 0.1165, 2.8355], [-2.7724, 1.5166, -0.0233], [2.5852, 2.1636, 2.5730], [5.4667, 1.8449, 4.1971], [0.3579, 4.4097, 3.3386], [-0.0928, -3.0627, 5.1031], [-2.6847, -0.2687, -2.9152], [2.2888, -3.5564, -0.7171], [-1.7527, 2.6528, -2.6822], [-4.4686, 2.4246, -1.3276], [-1.3824, -4.6780, -3.7529], [-0.9143, -4.9347, -4.6848], [-3.4749, 0.3824, -0.8355], [6.2217, -1.9082, -1.3643], [3.5456, -0.5025, 0.1912], [-1.2977, -3.4173, -3.1077], [-2.7931, 2.2488, -3.4390], [-2.0922, 0.3521, 5.1563], [-0.6477, 2.0386, 3.9361], [4.6188, -3.6216, -1.6908], [1.0302, 2.5742, -2.8260], [1.6964, -0.6276, 5.9002], [0.7119, 3.9704, 1.6746], [-5.3315, 0.6751, -2.0271], [3.1665, 2.7438, -1.8334], [3.0054, -2.7186, -0.6432], [0.1447, -4.9027, 2.2487], [4.0008, 3.3912, 4.5614], [1.5697, -0.5969, -1.9333], [-3.9771, 2.9282, -6.2927], [-3.4946, 2.3448, -5.7514], [-3.6587, 3.5488, 0.3024], [5.5602, 0.1685, -0.0477], [-4.1119, -0.2235, -0.1538], [-3.0103, 4.0528, -4.7315], [-3.5518, 0.9523, -3.1873], [-3.4612, 3.0947, -4.5263], [0.5980, -2.5626, 1.8354], [-5.1433, 3.0877, -1.8119], [0.0130, -5.9227, 1.9400], [4.8536, -0.6196, -0.2954], [0.9203, -1.2763, 0.5234], [0.6868, -1.1937, -2.1499], [-4.2390, 0.8455, -4.0338], [-3.0102, -0.6852, 5.1251], [4.2354, 2.9757, -1.8741], [4.2388, 1.8273, -4.0873], [4.1381, 0.7868, 2.4974], [-2.2076, -0.7423, -3.8023], [0.1333, -3.3353, 4.0643], [-0.9808, 2.1235, -1.5053], [-0.2018, 2.4081, 2.7206], [-0.1007, -4.5935, 3.6030], [-0.0342, -1.4299, -0.8060], [0.6654, -1.3297, 3.5257], [3.5916, -2.1166, 4.8886], [0.5133, -3.9018, 1.3833], [1.0872, -2.1260, -2.5852], [3.2045, 2.7714, -4.3029], [-3.6344, 2.7001, -0.3568], [0.5462, -4.0865, 0.3144], [3.7803, 1.7150, 2.9196], [4.6434, 3.8618, 5.3486], [2.5428, 2.4866, -0.6098], [2.2305, 4.6747, 4.7864], [0.4483, 2.3811, -1.6040], [-2.5977, -0.5795, -1.6297], [0.0569, -0.7088, -2.8519]],
  "atomic_forces_ev_per_a": [[-0.27, 0.67, 0.35], [1.14, 0.93, -0.21], [0.00, -0.29, 0.02], [0.28, -0.33, 0.28], [0.54, 0.15, 0.94], [1.67, 0.49, -0.14], [1.27, -0.23, 0.12], [0.04, 0.92, 0.75], [0.88, 0.89, -0.08], [-0.14, -0.76, -0.20], [-0.40, 0.09, -0.11], [-0.66, -0.67, 0.59], [0.40, -0.48, 0.63], [0.10, -0.60, -0.91], [0.28, -0.45, 0.15], [-0.64, 1.00, 1.05], [-0.27, 0.67, -0.42], [-0.98, -0.44, 0.70], [-0.12, -0.17, 1.12], [-0.05, 0.02, -0.86], [0.20, -0.21, -1.48], [-0.43, -0.06, -0.01], [-0.23, -0.42, 2.46], [-0.30, 0.18, -1.44], [-0.31, -0.55, 0.28], [-0.41, -0.93, 0.49], [0.04, 0.20, -0.18], [-0.28, 0.03, -0.81], [-0.32, -0.07, -0.23], [0.87, -2.56, -1.47], [-0.16, -0.88, 0.10], [-0.34, 1.93, 1.26], [0.68, -0.10, -1.13], [-0.69, 1.51, 2.37], [0.37, 0.65, 0.02], [1.66, -0.75, -1.58], [-0.35, -0.71, -1.24], [-0.56, -0.50, -0.61], [-0.77, 0.33, -0.20], [0.70, -1.47, -0.18], [-0.36, 0.33, -0.08], [-0.42, -1.02, -1.09], [-0.50, 0.52, 0.01], [0.20, 0.15, -0.05], [-0.66, -0.13, 0.07], [0.43, -0.25, -0.37], [0.26, 0.22, -1.86], [0.73, 0.47, -0.21], [-0.79, 1.27, -0.93], [-0.43, 0.79, -0.47], [-0.18, 1.33, 0.63], [0.06, 0.44, -0.38], [-0.47, -1.56, 0.40], [0.29, 0.02, -0.32], [0.25, -0.59, -0.27], [0.30, -1.11, -2.19], [-0.02, -0.88, 0.43], [0.70, 1.03, 1.29], [0.54, -0.79, 1.43], [0.06, -1.11, -0.62], [0.30, 0.15, -0.62], [-0.13, 0.62, 0.48], [0.28, -0.22, 0.45], [-0.05, -0.55, 0.14], [-0.40, 0.14, 0.07], [-0.72, 0.62, -0.01], [-0.15, 0.15, 1.03], [0.09, 0.53, 1.33], [-0.13, 0.37, -0.29], [-0.97, 0.68, -1.74], [0.73, -0.58, 1.80], [0.24, 0.52, -0.23], [0.01, -0.19, -0.23], [0.35, 0.55, -0.14], [1.01, 0.30, 0.27], [0.05, 0.26, -0.59], [1.20, -0.40, -0.21], [-0.37, -0.65, -1.61], [-0.63, 0.76, 0.14], [0.02, -0.19, -0.36], [-0.47, -0.64, 0.00], [-0.22, -0.98, 1.83], [0.79, -0.88, 1.63], [0.28, -0.41, 0.10], [-0.21, 0.13, -0.94], [-0.45, -0.31, 0.08], [-0.47, 0.18, 1.03], [-0.05, -0.03, -0.36], [-0.27, 0.15, 0.97], [-1.09, 1.08, 0.64], [-1.24, -0.06, 0.66], [0.14, 2.00, 0.17], [0.90, -0.18, -1.14], [0.79, -0.09, -2.25], [-0.59, 0.19, 0.18], [0.41, -0.24, -0.20], [-0.76, 0.69, -0.55], [-0.48, 0.23, 0.34], [-0.86, -0.64, 0.58], [0.11, -0.04, 1.20], [0.20, -0.26, 0.08], [-0.33, -0.78, 0.17], [-0.91, -0.34, -0.71], [0.17, 1.16, -0.50], [-0.19, 0.35, 0.51], [2.41, -0.76, 1.49], [0.01, 0.85, 0.08], [-0.75, 0.55, -0.36]]
}

***

[2]
{
  "formula": "C38H67F15O19",
  "method": "ωB97M-V/def2-TZVPD",
  "e_homo_ev": [-11.4, -11.4],
  "total_energy_ev": -120142.293,
  "multiplicity": 2,
  "total_charge": 1,
  "s2": 0.754,
  "gap_ha": [0.3419, 0.1175],
  "symbols": ["H", "C", "O", "C", "H", "F", "C", "C", "H", "H", "O", "H", "C", "H", "O", "H", "F", "C", "F", "H", "O", "O", "H", "C", "O", "H", "H", "C", "H", "C", "H", "O", "H", "H", "O", "O", "C", "C", "H", "C", "C", "C", "H", "C", "H", "O", "O", "H", "C", "H", "C", "C", "O", "F", "H", "C", "C", "H", "F", "H", "H", "H", "H", "C", "F", "C", "C", "H", "H", "H", "H", "H", "F", "C", "H", "H", "O", "C", "H", "H", "C", "O", "H", "C", "F", "F", "H", "H", "H", "O", "C", "H", "C", "H", "H", "H", "H", "H", "H", "H", "C", "F", "H", "H", "C", "H", "C", "H", "F", "H", "F", "H", "H", "H", "C", "H", "C", "H", "O", "H", "H", "O", "H", "F", "H", "H", "H", "F", "O", "H", "C", "F", "H", "O", "C", "H", "H", "C", "C"],
  "xyz": [[-4.1051, -1.7691, 1.7094], [4.7961, 0.2889, -0.7842], [0.3874, 5.0735, 3.6108], [-1.3800, 4.8210, 5.1640], [-1.2074, -0.3914, -7.6838], [-5.5916, -0.2688, 3.3259], [0.1692, -6.2708, 3.1428], [-3.2532, 1.4732, 0.7452], [-4.4145, -0.0505, -2.1371], [-3.5226, 2.9152, -0.7980], [-4.0565, 2.8462, 3.0996], [-1.6717, -4.3864, -0.2504], [-5.4540, -4.3175, 1.9547], [1.8836, 3.5088, 4.2474], [1.2338, -5.3377, 3.2971], [1.4153, -0.8942, -7.2486], [1.3808, 2.2287, -3.2285], [2.2240, 4.8344, 2.0091], [3.6469, -1.1700, 0.6910], [-0.6100, -5.9465, 2.4531], [2.6809, 3.5451, 2.4114], [-1.1686, 5.8968, 6.1152], [-0.3621, 0.5334, -6.4923], [-1.6599, -0.1506, -2.3269], [-2.5948, -1.0991, -1.7708], [-2.5506, 2.1201, 1.2705], [-4.5197, -1.7692, -1.7678], [-3.7186, -2.6589, 2.2064], [-1.5005, -0.3394, -3.3885], [2.8260, 3.2808, 3.7495], [3.9377, 3.3032, 0.1181], [-4.1866, -3.8558, 1.5313], [-2.2663, -4.8164, -2.5114], [6.7430, 2.5081, -0.3423], [0.9745, -7.0454, -0.3191], [2.9324, -2.6164, -6.6989], [-3.9327, -1.0157, -2.2929], [4.1034, -1.1100, -0.4978], [3.7357, 3.7296, 4.1485], [0.0171, -3.2219, 2.6293], [-2.2616, -2.5437, 2.1167], [2.5828, -5.3615, 0.1405], [-0.3681, -6.4409, 4.0758], [-1.4641, 5.5050, 7.4167], [0.2628, -3.3397, 1.5739], [-0.4510, 0.1779, -0.2095], [-0.6934, 0.3783, 2.7309], [2.4694, 4.8855, 0.9483], [2.1318, 1.4044, -3.9297], [4.5864, 2.8213, -1.5845], [0.5284, -1.4260, -6.9040], [0.9012, -3.9935, 3.6327], [0.2848, -4.8326, -0.4900], [4.9926, -2.0203, -0.6630], [0.1944, 4.3352, 1.6346], [5.9246, 3.1073, 0.0567], [2.6145, 2.0775, -5.2860], [2.8558, 2.1954, 3.8442], [3.7570, -2.8918, -4.0661], [2.3639, 5.1513, -6.4146], [6.1650, 4.1600, -0.0925], [-4.1263, -2.6743, 3.2172], [-2.0700, 0.8547, -2.2310], [2.5225, 4.0904, -6.6081], [1.3734, 0.4355, -4.3174], [2.6186, -3.4525, -4.4797], [-4.3411, 1.6774, 2.9324], [1.2529, 0.9791, 2.5602], [0.1238, -2.1544, 2.8220], [-1.2199, 2.1598, 3.6138], [-0.0200, 1.2245, 4.4643], [1.8650, -3.4947, 3.7340], [3.3843, -5.5232, -0.9580], [1.4772, 3.5722, -7.6326], [-6.1696, -3.4954, 1.9588], [0.4485, -3.9525, 4.6234], [5.8862, 0.3251, -1.3674], [-5.1362, 0.7999, 3.9591], [1.3645, 4.2524, -8.4767], [-5.8063, -5.0852, 1.2657], [-1.0750, -5.1059, -0.8112], [4.1421, 1.3688, -0.2263], [-2.6703, 0.6709, 0.2928], [-0.9268, 1.1405, 3.8653], [-6.1314, 1.4470, 4.4074], [2.8653, -4.7028, -4.8328], [-0.6841, -5.5927, -2.8997], [-4.7401, 1.6345, -0.8262], [-1.4099, -6.1104, -0.5524], [2.2964, 3.3687, -5.3592], [-0.6780, -0.4811, -6.7352], [1.7093, 2.5718, -7.9979], [-1.0149, 5.3340, 3.7507], [-1.9139, -2.5429, 1.0837], [-2.3565, 4.8942, 7.5536], [0.4857, -7.2722, 2.8512], [-0.8139, -3.8473, -2.6226], [2.7402, 5.5835, 2.6096], [-0.6231, 5.0451, 7.9355], [-1.9803, -1.5618, 2.4975], [0.7497, 5.0550, 2.2359], [2.5497, -4.0500, 0.4513], [5.9446, 2.7781, 1.0956], [-2.3715, 4.3683, 5.1554], [1.2185, -5.8442, -0.2895], [-1.5809, 4.7342, 3.0380], [-0.3570, -0.2200, -1.5800], [0.0179, -1.2315, -1.7361], [3.2034, 1.0246, -3.3403], [-3.8647, -1.3824, -3.3171], [3.0536, -6.1188, 1.0947], [0.3715, 0.4478, -2.0399], [-0.7878, 3.9719, 5.5052], [-1.4333, -0.7800, -6.0084], [-1.1934, -4.8232, -2.3196], [0.2139, -2.1805, -7.6251], [0.6436, -0.0080, 0.7066], [0.1672, 1.8494, 1.3929], [-1.3883, -3.4378, 2.8277], [0.7113, -1.0286, 1.0833], [1.5747, 0.3216, 0.2456], [-4.0575, 0.9531, 1.7641], [0.4741, 3.5078, -7.2110], [1.6487, -3.3947, -3.5799], [-5.4531, -4.7473, 2.9564], [-1.2798, 6.3889, 3.6788], [0.5049, 6.0681, 1.9169], [3.0592, -1.3015, -1.3028], [0.9290, -2.0662, -5.7011], [3.5277, 3.8839, -6.9758], [2.1881, -2.7024, -5.7100], [-4.3601, 0.3932, 4.9677], [-1.5561, 6.4751, 7.9050], [3.2033, 1.4892, -6.1680], [0.3642, 0.9226, 1.9318], [-1.6320, 0.6693, 4.5499], [-4.8125, 2.9292, 0.3941], [4.5727, 2.6731, -0.5047], [-4.1489, 2.2775, -0.1742]],
  "atomic_forces_ev_per_a": [[-0.04, 0.21, -0.07], [2.64, 1.38, -0.61], [-0.30, -0.40, -0.65], [0.50, 0.94, 0.18], [0.15, -0.17, -0.12], [-0.25, -1.10, -0.19], [-0.76, 0.09, 0.75], [0.41, 1.70, 0.21], [0.25, 0.14, -0.37], [-0.07, 0.04, -0.17], [-0.41, -2.13, 0.06], [0.05, 0.01, 0.07], [-0.48, 0.31, 0.06], [0.40, 0.64, 0.65], [-0.26, 0.22, -0.65], [-0.26, 0.07, -0.46], [0.03, 0.51, 1.26], [0.19, -0.50, 1.37], [-1.04, -0.05, 3.40], [0.07, 0.27, -0.49], [-0.16, -0.01, -2.46], [-0.78, -1.47, -1.87], [0.06, -0.02, 0.23], [-1.12, 0.14, 0.90], [0.18, 0.54, 0.27], [0.33, 0.30, -0.39], [0.07, 0.05, 0.22], [-1.85, -2.12, -0.03], [0.20, -0.14, -0.11], [-0.84, -0.71, 0.89], [-0.91, -0.11, -0.91], [1.11, 0.57, 0.17], [-0.02, -0.19, -0.49], [0.04, 0.21, -0.50], [0.46, 2.84, -0.23], [-2.00, -0.61, 3.13], [1.03, -1.03, 0.15], [0.57, 2.71, -1.83], [-0.17, 0.15, 0.41], [0.19, -0.54, 0.77], [1.22, 0.10, -0.49], [0.43, 0.36, -2.10], [0.06, 0.27, 0.43], [0.45, 1.24, 1.06], [-0.07, -0.29, -0.33], [-0.63, -0.43, 0.53], [0.00, -0.52, -1.33], [-0.11, 0.37, 0.07], [0.23, 3.04, -4.21], [-0.56, 0.27, 0.04], [-0.29, 0.45, -0.65], [-0.36, -1.03, -0.24], [2.66, -1.01, 1.33], [1.10, -1.64, -0.56], [-0.43, -0.24, 0.17], [0.91, -2.01, 0.18], [0.67, 0.87, -1.53], [0.62, -0.17, -0.02], [-0.34, -0.22, 0.75], [0.14, -0.27, 0.36], [-0.41, -0.07, 0.17], [0.31, 0.17, 0.28], [-0.21, 0.24, -0.02], [-1.04, -1.22, -0.94], [-1.16, -2.59, 0.10], [-0.08, 0.67, -1.01], [1.31, 1.06, -2.32], [0.18, 0.30, -0.13], [0.18, 0.56, 0.14], [-0.33, 0.09, 0.00], [0.39, 0.12, 0.04], [-0.08, 0.19, -0.32], [-0.25, 0.45, 0.83], [0.07, 0.22, 0.13], [-0.19, 0.05, -0.10], [-0.36, 0.02, 0.13], [-3.42, 0.07, 1.43], [1.83, -0.37, -1.78], [0.34, -0.01, -0.07], [0.24, 0.14, -0.08], [0.03, 0.32, -1.57], [0.24, -3.34, -0.38], [-0.38, -0.08, -0.02], [0.43, 0.70, 1.18], [-1.93, 1.57, 1.25], [-0.04, -0.51, 0.46], [-0.16, -0.02, 0.02], [-0.07, 0.04, 0.10], [0.38, -0.07, 0.02], [-0.15, 0.23, 0.73], [0.43, 0.30, 0.17], [0.26, 0.15, -0.02], [0.49, -1.45, 1.84], [0.09, 0.09, -0.38], [-0.17, 0.06, -0.26], [0.71, 0.45, -0.30], [0.11, -0.01, 0.36], [0.38, 0.28, -0.25], [0.23, -0.53, -0.23], [0.39, 0.65, 0.10], [0.00, 0.94, 0.07], [0.48, -0.55, 0.41], [-0.10, 0.72, 0.39], [-0.72, 0.77, 0.24], [-3.65, -2.16, 0.25], [-0.05, 0.08, -0.31], [1.12, -0.19, 0.11], [0.23, -0.33, 0.51], [1.35, -1.11, 2.13], [-0.48, 0.61, -0.38], [0.23, 0.40, 0.55], [-0.12, -0.01, -0.28], [0.72, -0.07, -0.44], [0.24, -0.33, 0.12], [-0.82, -0.28, 0.62], [0.45, -0.20, -0.03], [-0.92, 0.89, 0.28], [-0.50, 0.57, 0.88], [-0.35, 0.00, 0.19], [0.13, -0.30, -0.44], [0.15, -0.15, 0.05], [-1.60, -1.06, 3.67], [0.06, 0.15, 0.40], [0.26, -0.29, 1.01], [0.32, -0.02, 0.18], [0.16, 0.10, -0.16], [0.05, 0.09, -0.87], [-0.41, -0.18, -0.96], [1.71, -1.90, 1.81], [0.00, 0.13, 0.20], [-0.31, 2.80, -5.33], [0.32, 0.02, 0.12], [-0.52, -0.19, 0.50], [-0.73, -0.07, 1.41], [0.35, -1.52, -1.46], [-0.39, -0.09, -0.46], [0.06, -0.08, 0.04], [1.27, 1.93, 0.16], [0.51, 0.06, -0.50]]
}

***

Question: Number 2 is which compound?
Answer: C38H67F15O19